1.
{
  "formula": "C19H32O17S2",
  "method": "ωB97M-V/def2-TZVPD",
  "de_lowest_kcal_mol": 15.4,
  "charge": 0,
  "e_lumo_ev": 0.01,
  "energy_ha": -2818.57240,
  "e_homo_ev": -9.2,
  "symbols": ["C", "S", "O", "C", "H", "H", "H", "H", "H", "H", "C", "S", "O", "C", "H", "H", "H", "H", "H", "H", "C", "C", "O", "C", "O", "O", "H", "H", "H", "H", "C", "C", "O", "C", "O", "O", "H", "H", "H", "H", "C", "C", "O", "C", "O", "O", "H", "H", "H", "H", "C", "C", "O", "C", "O", "O", "H", "H", "H", "H", "C", "C", "O", "C", "O", "O", "H", "H", "H", "H"],
  "xyz": [[-0.98, -1.50, 0.06], [-0.47, -0.50, -1.24], [-1.61, 0.36, -1.57], [0.68, 0.46, -0.40], [-1.38, -2.39, -0.41], [-1.77, -0.96, 0.59], [-0.18, -1.80, 0.74], [0.23, 1.01, 0.41], [1.21, 1.13, -1.10], [1.44, -0.20, 0.04], [0.71, -1.17, 4.86], [0.31, -2.24, 3.49], [1.50, -3.09, 3.22], [-0.83, -3.22, 4.26], [1.32, -0.37, 4.43], [1.38, -1.76, 5.49], [-0.16, -0.80, 5.41], [-1.73, -2.64, 4.45], [-0.39, -3.72, 5.13], [-1.18, -3.91, 3.51], [1.84, 5.12, -1.35], [1.78, 4.24, -0.07], [0.37, 3.88, 0.05], [-0.29, 4.59, -0.84], [-1.51, 4.55, -1.00], [0.45, 5.45, -1.48], [2.19, 4.50, -2.17], [2.54, 5.95, -1.18], [2.11, 4.80, 0.81], [2.38, 3.32, -0.11], [4.40, -2.47, 3.11], [3.91, -1.69, 1.90], [5.09, -0.97, 1.51], [6.12, -1.48, 2.11], [7.29, -1.11, 2.02], [5.77, -2.43, 2.99], [4.00, -3.49, 3.13], [4.09, -1.96, 4.03], [3.08, -1.02, 2.05], [3.64, -2.40, 1.14], [-6.11, -0.05, 3.24], [-5.83, -0.71, 4.65], [-4.59, -1.34, 4.43], [-4.44, -1.55, 3.10], [-3.57, -2.21, 2.62], [-5.33, -0.87, 2.37], [-5.60, 0.90, 3.30], [-7.12, 0.05, 2.85], [-6.57, -1.48, 4.81], [-5.84, 0.05, 5.44], [1.16, -1.34, -4.65], [-0.22, -1.51, -5.19], [-0.20, -2.81, -5.86], [0.83, -3.49, -5.44], [1.03, -4.68, -5.61], [1.65, -2.72, -4.72], [1.16, -1.13, -3.57], [1.79, -0.63, -5.17], [-0.44, -0.72, -5.91], [-0.89, -1.47, -4.33], [-1.42, 2.23, -3.88], [-1.50, 3.03, -5.13], [-0.22, 3.73, -5.12], [0.61, 3.13, -4.38], [1.80, 3.36, -4.27], [0.02, 2.15, -3.68], [-1.74, 1.20, -3.98], [-1.86, 2.65, -2.97], [-2.28, 3.81, -4.99], [-1.66, 2.40, -5.98]],
  "lowdin_charge": [-0.2752, 0.7809, -0.5000, -0.2744, 0.0588, 0.0710, 0.0249, 0.0667, 0.0610, 0.0530, -0.2428, 0.7834, -0.5143, -0.2964, 0.0496, 0.0581, 0.0602, 0.0502, 0.0828, 0.0577, -0.0779, -0.0783, 0.0639, -0.6123, 0.1098, 0.0873, 0.1085, 0.1366, 0.1248, 0.1247, -0.1653, -0.1083, 0.0980, -0.5801, 0.1094, 0.0783, 0.1276, 0.1256, 0.1120, 0.1278, -0.0799, -0.1101, 0.0584, -0.5742, 0.1438, 0.0709, 0.1248, 0.1312, 0.1241, 0.1360, -0.0949, -0.0926, 0.0964, -0.6239, 0.1275, 0.0611, 0.0958, 0.1334, 0.1290, 0.1247, -0.1161, -0.0660, 0.1193, -0.6408, 0.1094, 0.0340, 0.1127, 0.1214, 0.1492, 0.1285]
}

=====

2.
{
  "formula": "C14H20N4O3PdS",
  "method": "ωB97M-V/def2-TZVPD",
  "de_lowest_kcal_mol": 0.0,
  "charge": 0,
  "e_lumo_ev": -1.27,
  "energy_ha": -1516.32155,
  "e_homo_ev": -8.0,
  "symbols": ["Pd", "C", "C", "N", "C", "S", "N", "N", "C", "C", "C", "C", "C", "C", "C", "N", "H", "H", "H", "H", "H", "H", "H", "H", "H", "H", "H", "H", "H", "C", "C", "C", "O", "C", "O", "O", "H", "H", "H", "H", "H", "H", "H"],
  "xyz": [[-0.22, -0.88, 0.19], [-4.73, 2.52, 1.26], [-4.92, 1.02, 1.07], [-4.30, 0.54, -0.14], [-2.99, 0.18, -0.22], [-2.10, -0.18, 1.28], [-2.43, 0.08, -1.38], [-1.16, -0.34, -1.40], [-0.51, -0.50, -2.58], [-1.23, -0.30, -3.88], [0.83, -0.89, -2.48], [1.75, -0.94, -3.56], [3.06, -1.27, -3.34], [3.47, -1.60, -2.03], [2.54, -1.57, -1.02], [1.28, -1.21, -1.20], [-5.24, 2.85, 2.16], [-5.14, 3.07, 0.41], [-3.68, 2.76, 1.35], [-5.98, 0.77, 1.01], [-4.47, 0.47, 1.90], [-4.67, 0.90, -1.01], [-2.27, -0.06, -3.68], [-1.18, -1.20, -4.49], [-0.79, 0.52, -4.46], [1.40, -0.70, -4.55], [3.77, -1.28, -4.15], [4.49, -1.88, -1.83], [2.82, -1.86, -0.01], [1.72, 0.63, 3.83], [2.12, 0.13, 2.44], [3.61, 0.29, 2.19], [1.35, 0.82, 1.45], [1.77, -1.43, 2.41], [2.50, -2.14, 3.07], [0.77, -1.76, 1.73], [2.04, 1.67, 3.96], [2.21, 0.01, 4.58], [0.64, 0.57, 3.95], [3.95, 1.29, 2.43], [3.85, 0.08, 1.14], [4.15, -0.43, 2.80], [1.96, 1.26, 0.84]],
  "lowdin_charge": [0.8166, -0.0822, -0.2844, -0.0120, -0.7286, 0.6537, -0.0152, -0.1408, -0.2379, -0.0237, -0.1907, -0.0023, -0.0479, -0.0310, -0.1023, 0.0061, 0.0723, 0.0708, 0.0692, 0.1157, 0.0679, 0.1396, 0.0644, 0.0907, 0.0870, 0.1100, 0.1124, 0.1086, 0.1182, -0.0131, -0.5222, -0.0248, -0.0802, -0.6513, 0.0436, -0.1548, 0.0826, 0.0907, 0.0889, 0.0858, 0.0715, 0.0898, 0.0893]
}

=====

3.
{
  "formula": "C13H25O15Tl2",
  "method": "ωB97M-V/def2-TZVPD",
  "charge": 5,
  "e_lumo_ev": -21.14,
  "energy_ha": -1981.18165,
  "e_homo_ev": -23.4,
  "symbols": ["Tl", "Tl", "O", "C", "O", "O", "H", "C", "O", "C", "O", "O", "C", "H", "H", "H", "H", "H", "H", "C", "O", "C", "O", "O", "C", "H", "H", "H", "H", "H", "H", "C", "O", "C", "O", "O", "C", "H", "H", "H", "H", "H", "H", "C", "O", "C", "O", "O", "C", "H", "H", "H", "H", "H", "H"],
  "xyz": [[-5.92, 3.98, -22.42], [-7.18, 8.22, -19.07], [-9.55, 7.45, -23.55], [-8.68, 7.07, -22.66], [-8.01, 6.02, -22.76], [-8.56, 7.83, -21.70], [-9.91, 8.17, -23.03], [-11.01, 4.33, -22.05], [-11.03, 2.98, -21.86], [-9.97, 2.26, -22.30], [-8.84, 2.74, -22.67], [-10.33, 0.94, -22.16], [-9.32, -0.03, -22.32], [-10.43, 4.72, -22.88], [-10.60, 4.92, -21.23], [-12.07, 4.48, -22.22], [-8.98, -0.31, -21.33], [-8.38, 0.30, -22.76], [-9.75, -0.92, -22.77], [-8.45, 9.54, -25.99], [-8.11, 10.88, -25.68], [-8.99, 11.76, -25.34], [-10.22, 11.60, -25.17], [-8.34, 12.95, -25.45], [-8.78, 14.04, -24.60], [-8.02, 8.74, -25.38], [-8.10, 9.28, -26.98], [-9.52, 9.32, -25.99], [-8.62, 13.90, -23.53], [-9.82, 14.31, -24.80], [-8.29, 14.96, -24.91], [-11.79, 6.31, -25.34], [-12.59, 5.51, -26.27], [-12.87, 4.16, -26.14], [-13.22, 3.48, -27.08], [-12.69, 3.77, -24.75], [-13.06, 2.39, -24.49], [-12.59, 6.71, -24.72], [-11.23, 7.12, -25.78], [-11.08, 5.69, -24.80], [-13.23, 2.25, -23.42], [-12.28, 1.72, -24.83], [-14.03, 2.14, -24.93], [-7.58, 6.36, -26.28], [-8.39, 5.22, -26.63], [-8.30, 4.10, -25.92], [-7.46, 3.98, -25.00], [-9.20, 3.22, -26.46], [-9.19, 1.84, -26.23], [-6.51, 6.20, -26.29], [-7.68, 6.70, -25.25], [-7.86, 7.21, -26.92], [-9.85, 1.34, -26.95], [-9.43, 1.71, -25.18], [-8.25, 1.32, -26.37]],
  "lowdin_charge": [1.1482, 1.1153, 0.1731, -0.7862, 0.0347, 0.0467, 0.1509, -0.0327, 0.0878, -0.4012, 0.0008, 0.0993, 0.0366, 0.0786, 0.1374, 0.1304, 0.1578, 0.1175, 0.1463, 0.0101, 0.1435, -0.4501, 0.3286, 0.2098, 0.1231, 0.0703, 0.1232, 0.1102, 0.1476, 0.1734, 0.1498, 0.0430, 0.1224, -0.3483, 0.3433, 0.0286, 0.0541, 0.1447, 0.1052, 0.0725, 0.1197, 0.1300, 0.1487, 0.0286, 0.0761, -0.4755, 0.0114, 0.0864, 0.0429, 0.1345, 0.0647, 0.0958, 0.1373, 0.1053, 0.1478]
}

=====

4.
{
  "formula": "C2HN2PS2",
  "method": "ωB97M-V/def2-TZVPD",
  "de_lowest_kcal_mol": 85.7,
  "charge": 0,
  "e_lumo_ev": [-2.07, -2.07],
  "energy_ha": -1323.88643,
  "e_homo_ev": [-8.3, -8.3],
  "symbols": ["C", "C", "N", "N", "P", "S", "S", "H"],
  "xyz": [[-1.26, 0.88, -0.18], [-0.24, 0.86, 0.54], [1.08, -1.22, 0.76], [0.15, -1.70, 0.23], [1.50, 0.72, 0.76], [2.13, 1.17, -1.09], [-1.08, -1.78, -0.67], [-2.28, 1.07, -0.34]],
  "lowdin_charge": [-0.0617, -0.4848, -0.0703, -0.6562, 0.3536, 0.0385, 0.8616, 0.0193]
}